Record 1
{"formula": "C3H11N2OS", "method": "ωB97M-V/def2-TZVPD", "elements": ["C", "C", "S", "N", "C", "N", "H", "H", "H", "H", "H", "H", "H", "H", "H", "H", "H", "O"], "positions_angstrom": [[0.879, -1.602, -0.758], [1.532, -0.180, -0.874], [0.354, 1.248, -1.277], [0.375, -1.937, 0.611], [-1.022, -1.729, 0.923], [-1.604, -0.400, 0.974], [1.586, -2.389, -1.041], [0.016, -1.525, -1.407], [2.005, 0.063, 0.063], [2.300, -0.298, -1.610], [1.041, -1.612, 1.283], [-1.582, -2.241, 0.175], [-1.112, -2.194, 1.997], [-1.472, 0.113, 0.105], [-1.183, 0.154, 1.708], [-0.094, 2.060, 1.478], [-0.973, 2.824, 0.380], [-0.741, 2.752, 1.334]], "atomic_forces_ev_per_a": [[-0.47, 1.29, 1.41], [-1.45, -0.16, 0.08], [0.82, -1.10, -0.20], [0.50, -0.28, -1.59], [0.71, 0.23, 2.41], [-0.16, -0.16, 0.41], [-0.10, 0.10, -0.24], [-0.13, -0.58, -0.40], [0.40, 0.00, 0.48], [0.53, 0.37, -0.68], [-0.06, 0.32, 0.56], [-0.51, -0.90, -0.33], [-0.39, 0.59, -1.99], [0.30, -0.01, -0.06], [-0.01, 0.09, -0.06], [0.09, -0.07, -1.05], [0.98, -0.84, 0.95], [-1.05, 1.11, 0.30]], "mulliken_charge": [-0.6559, -0.6636, -0.6997, -0.3209, -0.6699, -0.5737, 0.3747, 0.3034, 0.1972, 0.3155, 0.2171, 0.4169, 0.3076, 0.2675, 0.2305, 0.2889, 0.3142, -0.6497], "total_charge": -1, "mol_weight_g_mol": 123.201, "energy_ev": -19152.92918, "spin_multiplicity": 1, "de_lowest_ev": 0.733}

=====

Record 2
{"formula": "C3H11N2OS", "method": "ωB97M-V/def2-TZVPD", "elements": ["C", "C", "S", "N", "C", "N", "H", "H", "H", "H", "H", "H", "H", "H", "H", "H", "H", "O"], "positions_angstrom": [[0.407, -0.676, 1.210], [-0.796, -1.590, 0.993], [-2.326, -0.757, 1.612], [0.907, -0.200, -0.088], [1.471, 1.139, -0.095], [1.845, 1.497, -1.482], [1.197, -1.369, 1.593], [0.236, 0.030, 2.023], [-1.030, -1.805, -0.051], [-0.681, -2.575, 1.467], [0.221, -0.343, -0.817], [0.733, 1.890, 0.229], [2.279, 1.178, 0.628], [0.946, 1.628, -1.942], [2.171, 0.646, -1.915], [-2.273, 0.273, -0.342], [-2.992, 0.816, -1.684], [-2.317, 0.218, -1.339]], "atomic_forces_ev_per_a": [[1.32, -2.46, -0.51], [-1.43, 0.38, 0.62], [0.00, -0.06, 0.15], [0.37, 0.42, 0.68], [-1.10, -0.25, -0.80], [-0.36, 0.17, 0.62], [-0.06, 0.53, 0.10], [-0.28, 0.51, -0.54], [0.58, 0.11, -0.23], [0.11, 0.33, 0.12], [-0.30, 0.43, 0.15], [0.09, 0.04, 0.03], [0.50, 0.00, -0.19], [0.10, 0.28, -0.06], [0.46, -0.31, -0.01], [-0.58, -0.24, -0.23], [0.18, -0.15, 0.56], [0.40, 0.28, -0.45]], "mulliken_charge": [-0.4709, -0.7809, -0.7113, -0.4120, -0.4052, -0.7552, 0.2126, 0.3287, 0.3390, 0.2613, 0.2991, 0.3122, 0.3375, 0.2991, 0.2914, 0.2124, 0.2323, -0.5899], "total_charge": -1, "mol_weight_g_mol": 123.201, "energy_ev": -19152.94086, "spin_multiplicity": 1, "de_lowest_ev": 0.721}

=====

Record 3
{"formula": "C3H11N2S", "method": "ωB97M-V/def2-TZVPD", "elements": ["C", "C", "C", "N", "N", "S", "H", "H", "H", "H", "H", "H", "H", "H", "H", "H", "H"], "positions_angstrom": [[1.979, 1.412, 0.907], [-1.656, -0.652, 0.079], [0.879, -0.546, -0.898], [1.499, -1.522, -0.099], [-2.596, 0.412, -0.483], [1.008, 1.158, -0.641], [2.159, 2.425, 0.966], [2.919, 0.828, 0.700], [1.499, 1.048, 1.880], [-1.869, -1.674, -0.213], [-1.713, -0.452, 1.203], [0.559, -0.696, -1.886], [1.756, -1.213, 0.903], [2.073, -2.283, -0.476], [-2.217, 1.336, -0.312], [-3.645, 0.233, -0.180], [-2.633, 0.186, -1.449]], "atomic_forces_ev_per_a": [[-0.22, -3.99, 0.11], [1.27, 1.01, 1.69], [0.74, -0.65, 4.01], [-0.24, 2.56, 0.42], [-2.27, -2.85, 0.92], [0.24, 0.30, 0.52], [0.45, 2.14, 0.02], [-0.71, 0.85, 0.60], [0.38, 0.45, -1.54], [-0.76, 0.22, -0.06], [0.40, -0.75, -1.48], [-0.20, -0.97, -1.08], [-0.51, -0.73, -2.49], [-0.79, 0.44, -0.03], [-0.34, 0.22, 0.01], [2.45, 1.22, -0.25], [0.09, 0.51, -1.36]], "mulliken_charge": [-0.9256, -1.0026, 0.0106, -0.4080, -0.3120, 0.0637, 0.3710, 0.3251, 0.2849, 0.3445, 0.2849, 0.4082, 0.2641, 0.2571, 0.3246, 0.3700, 0.3397], "total_charge": 1, "mol_weight_g_mol": 107.202, "energy_ev": -17094.67633, "spin_multiplicity": 1, "de_lowest_ev": 4.337}

=====

Record 4
{"formula": "C3H11N2S", "method": "ωB97M-V/def2-TZVPD", "elements": ["C", "C", "C", "N", "N", "S", "H", "H", "H", "H", "H", "H", "H", "H", "H", "H", "H"], "positions_angstrom": [[0.205, -1.910, -0.023], [1.108, 0.545, 0.304], [0.535, -0.553, -0.586], [0.300, -0.084, -1.770], [1.042, 1.859, -0.408], [-2.841, 0.307, 0.798], [-0.234, -1.969, 1.011], [1.182, -2.443, -0.037], [-0.439, -2.428, -0.668], [2.241, 0.308, 0.544], [0.785, 0.725, 1.262], [0.291, 1.037, -1.543], [-0.331, -0.594, -2.407], [1.864, 2.227, -0.709], [0.470, 2.425, 0.299], [-2.362, 0.606, -0.375], [-3.727, 1.300, 0.567]], "atomic_forces_ev_per_a": [[1.54, 0.48, 0.51], [4.59, 0.28, -2.16], [-0.96, 0.66, 1.20], [-1.41, 0.09, 1.36], [-5.23, -1.77, 3.13], [-0.59, 0.28, 0.61], [0.70, 0.67, -0.94], [-0.53, 0.02, 0.28], [-0.90, -0.77, -1.01], [-1.96, 0.01, -0.77], [-1.70, -0.59, 2.13], [0.65, -0.76, -1.12], [0.78, 0.32, 0.20], [2.84, 1.50, -0.68], [1.55, -0.15, -2.07], [0.65, -0.03, -1.09], [-0.01, -0.24, 0.45]], "mulliken_charge": [-1.2692, -0.3969, 0.2914, -0.2538, -0.5627, -0.2650, 0.3238, 0.3710, 0.4270, 0.3319, 0.4497, 0.4768, 0.2992, 0.1924, 0.2929, 0.0968, 0.1947], "total_charge": 1, "mol_weight_g_mol": 107.202, "energy_ev": -17097.17623, "spin_multiplicity": 1, "de_lowest_ev": 1.837}

=====

Record 5
{"formula": "C3H11N2S", "method": "ωB97M-V/def2-TZVPD", "elements": ["C", "C", "C", "N", "N", "S", "H", "H", "H", "H", "H", "H", "H", "H", "H", "H", "H"], "positions_angstrom": [[0.932, -1.023, 1.439], [0.275, -1.319, 0.073], [-0.374, 1.641, -1.136], [-0.943, -0.698, -0.307], [0.722, 1.334, -1.712], [-2.067, -0.677, 0.882], [1.094, 0.156, 1.360], [0.215, -1.186, 2.201], [1.891, -1.481, 1.713], [1.021, -1.054, -0.789], [0.042, -2.404, 0.079], [-1.297, 1.729, -1.826], [-0.462, 2.237, -0.266], [1.692, 1.328, -1.284], [0.770, 0.812, -2.568], [-2.796, 0.266, 0.049], [-2.841, -1.724, 0.496]], "atomic_forces_ev_per_a": [[0.30, 3.67, -1.61], [2.16, -1.70, -0.74], [-2.68, -0.03, -2.20], [0.14, 1.99, 0.28], [3.24, -0.57, 0.67], [-0.96, 1.78, -2.48], [-0.09, -2.17, 0.76], [-0.54, -0.20, 1.07], [-0.45, -0.10, -0.54], [-1.14, -0.87, 1.42], [0.79, 0.07, -0.57], [1.51, -0.81, 1.32], [0.52, 0.06, 1.09], [-1.89, 0.40, -0.08], [-0.62, 0.02, -0.59], [0.17, -1.45, 1.90], [-0.48, -0.10, 0.29]], "mulliken_charge": [-0.9036, -0.3604, -0.2109, -0.3522, -0.2241, -0.0178, 0.1685, 0.3200, 0.3308, 0.2037, 0.3562, 0.2518, 0.3598, 0.3119, 0.2786, 0.2626, 0.2250], "total_charge": 1, "mol_weight_g_mol": 107.202, "energy_ev": -17094.00053, "spin_multiplicity": 1, "de_lowest_ev": 5.013}

=====

Record 6
{"formula": "C3H11N2S", "method": "ωB97M-V/def2-TZVPD", "elements": ["C", "C", "S", "H", "H", "H", "H", "H", "H", "N", "C", "N", "H", "H", "H", "H", "H"], "positions_angstrom": [[3.281, 1.768, 1.167], [2.456, 1.083, 0.069], [0.763, 1.854, 0.035], [2.868, 1.611, 2.161], [3.321, 2.824, 0.890], [4.254, 1.276, 1.167], [2.796, 1.385, -0.927], [2.317, 0.016, 0.265], [0.277, 0.970, -0.877], [-3.336, -1.439, -1.510], [-3.138, -1.407, -0.222], [-2.037, -1.920, 0.336], [-2.572, -1.783, -2.069], [-4.239, -1.192, -1.891], [-3.912, -1.112, 0.480], [-1.731, -1.618, 1.243], [-1.368, -2.314, -0.317]], "atomic_forces_ev_per_a": [[-0.39, -0.30, -0.66], [-0.61, 1.00, 1.27], [0.66, -0.65, -0.21], [-0.16, 0.16, -0.05], [0.51, -0.04, 0.50], [0.15, 0.39, -0.13], [0.21, -0.60, -0.22], [0.01, -0.01, -0.62], [-0.09, 0.31, 0.12], [0.01, 0.17, 1.07], [0.33, -1.10, 0.90], [-0.48, 0.79, -1.56], [-0.30, -0.06, -0.75], [0.12, -0.07, -0.30], [-0.11, 0.47, -0.32], [-0.12, -0.34, 0.40], [0.26, -0.11, 0.56]], "mulliken_charge": [-1.1216, -0.3994, 0.3033, 0.3836, 0.4009, 0.3273, 0.4244, 0.4157, 0.2607, -0.2888, 0.2546, -0.3471, 0.2299, 0.2761, 0.3771, 0.2704, 0.2329], "s_squared": 0.75, "total_charge": 2, "mol_weight_g_mol": 107.202, "energy_ev": -17086.30596, "spin_multiplicity": 2, "de_lowest_ev": 0.322}

=====

Record 7
{"formula": "C3H11N2S", "method": "ωB97M-V/def2-TZVPD", "elements": ["C", "C", "S", "H", "H", "H", "H", "H", "H", "N", "C", "N", "H", "H", "H", "H", "H"], "positions_angstrom": [[3.222, 0.575, -1.301], [2.243, -0.178, -0.326], [0.760, 0.977, -0.023], [2.771, 0.715, -2.306], [3.456, 1.573, -1.033], [4.241, 0.107, -1.408], [2.584, -0.225, 0.722], [1.798, -1.153, -0.587], [0.803, 2.174, -0.684], [-1.518, -0.749, 0.999], [-2.692, -0.732, 0.434], [-3.794, -0.399, 1.099], [-1.402, -0.984, 1.951], [-0.848, 0.024, 0.746], [-2.771, -0.580, -0.688], [-4.671, -0.242, 0.496], [-4.181, -0.902, 1.910]], "atomic_forces_ev_per_a": [[0.05, -1.47, -1.00], [0.56, 2.31, -0.66], [0.71, -0.32, -0.09], [0.24, -0.69, 0.49], [-0.02, 0.98, 1.09], [-1.28, -0.12, 0.18], [0.15, -0.09, -0.12], [0.09, 0.42, -0.23], [0.67, -0.38, -0.17], [2.12, 0.08, -0.47], [-1.61, 3.14, -1.12], [-3.37, -1.97, -1.70], [-0.39, -0.20, 1.39], [-1.20, -1.80, -0.23], [0.37, -0.15, 1.41], [1.84, -0.35, 0.72], [1.06, 0.60, 0.51]], "mulliken_charge": [-1.1472, -0.2593, 0.0448, 0.3797, 0.4062, 0.3269, 0.4114, 0.4368, 0.3470, -0.2345, 0.2169, -0.3672, 0.2801, 0.1782, 0.3203, 0.3318, 0.3282], "s_squared": 0.75, "total_charge": 2, "mol_weight_g_mol": 107.202, "energy_ev": -17084.06969, "spin_multiplicity": 2, "de_lowest_ev": 2.558}

=====

Record 8
{"formula": "C3H11N3", "method": "ωB97M-V/def2-TZVPD", "elements": ["C", "N", "C", "H", "H", "H", "H", "H", "N", "C", "N", "H", "H", "H", "H", "H", "H"], "positions_angstrom": [[-1.671, -0.319, -2.284], [-0.658, -0.188, -1.548], [0.231, 0.935, -1.785], [-2.326, -1.156, -2.068], [-1.940, 0.397, -3.062], [0.435, 1.406, -0.823], [-0.163, 1.680, -2.484], [1.183, 0.558, -2.158], [0.235, -1.435, 1.227], [1.139, -0.523, 1.860], [0.587, 0.780, 2.330], [-0.615, -1.555, 1.758], [0.011, -1.143, 0.282], [1.606, -0.975, 2.735], [1.938, -0.231, 1.178], [-0.079, 1.107, 1.644], [0.086, 0.664, 3.199]], "atomic_forces_ev_per_a": [[0.01, 0.01, 0.52], [0.19, 0.08, -0.25], [0.01, -0.04, 0.20], [-0.15, -0.04, -0.26], [-0.02, -0.01, -0.16], [0.03, 0.11, -0.07], [-0.05, -0.03, -0.03], [0.01, -0.02, -0.02], [0.24, -0.24, -0.27], [-0.02, 1.14, 0.56], [0.21, -0.44, -0.15], [-0.06, -0.02, 0.04], [-0.21, -0.03, 0.07], [0.04, -0.11, -0.02], [0.01, -0.44, -0.21], [-0.10, 0.14, -0.04], [-0.14, -0.06, 0.09]], "mulliken_charge": [-0.3466, -0.2558, -0.8330, 0.2662, 0.2247, 0.2118, 0.3670, 0.2667, -0.5626, -0.4687, -0.5864, 0.2274, 0.3728, 0.3611, 0.3066, 0.2229, 0.2260], "smiles": "C=NC.NCN", "total_charge": 0, "mol_weight_g_mol": 89.142, "energy_ev": -7758.67546, "spin_multiplicity": 1, "de_lowest_ev": 1.408}